1.
The following is a quantum chemistry calculation of a molecular structure, C14H36NO8Tl, from the Open Molecules 2025 dataset.

Values from the calculation:
E_tot: -37655.7848 eV

Each line ends with the Mulliken charge.
Geometry (Å):
1 Tl 2.91 1.18 3.22  0.7740
2 C -3.71 -1.64 2.01  -1.8765
3 C -3.12 -1.81 0.58  1.5596
4 C -4.40 -1.67 -0.30  -1.3636
5 C -4.18 -1.40 -1.77  -0.7200
6 C -3.30 -0.19 -1.96  -1.3286
7 C -2.00 -0.21 -1.13  1.9750
8 N -2.22 -0.70 0.27  0.5539
9 O -1.34 -0.38 1.14  -0.3313
10 C -1.37 1.20 -1.20  -1.7761
11 C -1.02 -1.21 -1.79  -1.5576
12 C -2.65 -3.26 0.42  -1.4561
13 H -4.50 -2.35 2.26  0.4634
14 H -4.16 -0.66 2.16  0.4492
15 H -2.94 -1.77 2.77  0.4324
16 H -4.81 -0.67 -0.09  0.4191
17 H -5.22 -2.34 -0.05  0.4641
18 H -5.15 -1.28 -2.25  0.4440
19 H -3.66 -2.20 -2.32  0.3318
20 H -3.81 0.78 -1.98  0.4158
21 H -2.99 -0.27 -3.01  0.3778
22 H -0.72 1.54 -0.39  0.4640
23 H -2.05 2.02 -1.41  0.2029
24 H -0.67 1.24 -2.04  0.5134
25 H -1.02 -1.35 -2.87  0.3724
26 H -1.17 -2.22 -1.43  0.4413
27 H -0.04 -0.90 -1.42  0.2744
28 H -3.06 -3.92 1.17  0.4368
29 H -1.56 -3.32 0.35  0.1467
30 H -2.91 -3.77 -0.51  0.3587
31 O 0.22 0.57 3.86  -0.6285
32 H -0.29 0.68 4.67  0.1042
33 O 0.87 2.12 1.43  -0.8640
34 H 0.95 1.82 0.51  -0.0082
35 C 1.44 -2.30 1.29  -0.7905
36 O 1.59 -0.90 1.46  -0.0622
37 H 0.89 -2.86 2.06  0.3128
38 H 0.94 -2.58 0.36  0.2456
39 H 2.37 -2.88 1.32  0.3904
40 H 0.83 -0.49 1.03  -0.1205
41 C 5.58 -0.27 0.67  -0.5635
42 C 4.44 0.15 -0.24  -0.0396
43 O 3.77 1.29 0.25  -0.2686
44 O 5.11 -0.57 1.99  -0.4070
45 H 6.18 0.65 0.70  0.2893
46 H 6.10 -1.13 0.26  0.3545
47 H 3.70 -0.66 -0.18  -0.0460
48 H 4.73 0.22 -1.29  0.3990
49 H 3.22 1.61 -0.48  0.2300
50 H 5.92 -0.82 2.45  0.2450
51 C 1.63 4.60 -0.87  -0.3623
52 C 2.35 3.56 -1.72  -0.4422
53 O 1.82 2.25 -1.50  -0.6309
54 O 2.01 4.43 0.50  -0.5903
55 H 0.57 4.31 -0.94  0.1900
56 H 1.74 5.62 -1.24  0.4093
57 H 3.40 3.66 -1.45  0.3011
58 H 2.24 3.64 -2.80  0.3441
59 H 0.87 2.19 -1.46  0.0597
60 H 1.61 3.61 0.87  0.4882

2.
The following is a quantum chemistry calculation of a molecular structure, C37H53N10O8PSTi, from the Open Molecules 2025 dataset.

Values from the calculation:
E_tot: -113716.7947 eV
net charge: +4

Each line ends with the Mulliken charge.
Geometry (Å):
1 Ti -0.50 0.27 1.14  -0.2087
2 C -3.50 3.27 -1.01  -0.4755
3 O -2.87 3.79 0.19  -0.4279
4 C -1.98 2.90 0.56  0.1498
5 N -1.90 1.76 -0.07  0.7794
6 C -3.04 1.80 -1.05  -1.2501
7 C -2.75 1.41 -2.49  0.6259
8 C -1.63 1.89 -3.16  -0.5790
9 C -1.41 1.58 -4.50  -0.8218
10 C -2.34 0.80 -5.19  -0.5871
11 C -3.49 0.36 -4.54  -1.1590
12 C -3.69 0.65 -3.19  -0.0297
13 C -1.16 3.19 1.72  -0.6728
14 C -1.03 4.42 2.31  -0.2087
15 C -0.21 4.54 3.47  -1.4399
16 C 0.40 3.42 3.97  -0.6729
17 C 0.21 2.18 3.33  -0.1043
18 N -0.56 2.06 2.19  1.6529
19 C 0.71 0.92 3.72  -0.4219
20 N 0.43 -0.13 2.96  1.2362
21 C 0.84 -1.33 3.76  -0.3783
22 C 1.75 -0.70 4.83  -0.7625
23 O 1.36 0.70 4.84  -0.4434
24 C 1.51 -2.41 2.96  -0.1368
25 C 2.42 -3.28 3.55  -0.8912
26 C 3.07 -4.25 2.80  -0.8797
27 C 2.82 -4.35 1.43  -0.9369
28 C 1.91 -3.50 0.83  0.0322
29 C 1.25 -2.55 1.61  1.3071
30 H -3.12 3.85 -1.85  0.4395
31 H -4.57 3.40 -0.92  0.3556
32 H -3.83 1.16 -0.64  0.7296
33 H -0.93 2.55 -2.67  0.7827
34 H -0.54 1.96 -5.00  0.5792
35 H -2.20 0.59 -6.24  0.4950
36 H -4.25 -0.18 -5.10  0.4715
37 H -4.60 0.33 -2.70  0.5406
38 H -1.53 5.28 1.88  0.7302
39 H -0.07 5.50 3.93  0.5161
40 H 1.04 3.46 4.85  0.6863
41 H -0.07 -1.73 4.23  0.7050
42 H 2.80 -0.75 4.55  0.3866
43 H 1.62 -1.10 5.83  0.4012
44 H 2.64 -3.21 4.61  0.5011
45 H 3.78 -4.91 3.27  0.4436
46 H 3.35 -5.09 0.84  0.4842
47 H 1.74 -3.57 -0.23  0.3593
48 H 0.53 -1.90 1.13  -0.4798
49 N -4.20 -2.36 3.59  -0.1289
50 C -4.72 -1.00 3.21  -0.8495
51 P -3.40 0.22 2.79  1.1534
52 O -4.05 1.37 2.11  -1.0329
53 O -2.31 -0.63 2.13  -0.4680
54 C -2.78 0.93 4.39  -0.8491
55 N -3.04 2.42 4.35  -0.0716
56 H -3.91 -2.41 4.56  0.3645
57 H -4.92 -3.09 3.46  0.4100
58 H -3.39 -2.59 3.00  0.1958
59 H -5.40 -0.65 3.98  0.5009
60 H -5.30 -1.11 2.29  0.3784
61 H -1.72 0.76 4.53  -0.0628
62 H -3.32 0.53 5.25  0.6607
63 H -3.51 2.76 5.18  0.4359
64 H -3.63 2.59 3.51  0.4079
65 H -2.17 2.95 4.24  0.2041
66 N -1.68 -2.09 -3.31  0.2674
67 C -2.45 -2.57 -2.12  -1.1421
68 C -2.29 -1.60 -0.96  -0.0633
69 N -0.88 -1.30 -0.60  0.8586
70 C -0.08 -0.96 -1.81  0.4227
71 C -0.23 -1.94 -2.96  -1.5308
72 H -2.07 -1.20 -3.65  -0.1960
73 H -1.79 -2.76 -4.08  0.4303
74 H -2.08 -3.56 -1.88  0.4402
75 H -3.50 -2.65 -2.40  0.4970
76 H -2.79 -2.01 -0.08  0.1374
77 H -2.78 -0.66 -1.20  -0.2467
78 H -0.51 -2.17 -0.23  0.5214
79 H 0.97 -0.92 -1.56  -0.1792
80 H -0.38 0.03 -2.15  -0.1721
81 H 0.14 -2.94 -2.71  0.2938
82 H 0.32 -1.57 -3.82  0.6423
83 C 4.73 -1.37 -5.50  -1.1324
84 C 4.47 -2.09 -4.19  -0.4854
85 S 3.70 -1.07 -2.96  1.2022
86 O 3.57 -1.81 -1.72  -0.8057
87 O 2.47 -0.51 -3.49  -0.7042
88 C 4.84 0.29 -2.72  -0.9500
89 C 4.66 1.00 -1.37  -1.1717
90 N 3.26 1.22 -0.95  0.2031
91 C 2.68 0.64 0.13  0.5686
92 N 1.37 0.94 0.17  0.9387
93 C 1.14 1.79 -0.88  -0.5537
94 C 2.28 1.96 -1.57  -0.0372
95 N 2.44 2.76 -2.76  1.1225
96 O 1.41 3.15 -3.26  -0.6157
97 O 3.57 2.97 -3.15  -0.6393
98 C 3.43 -0.14 1.14  -1.2241
99 H 5.13 -2.08 -6.22  0.4194
100 H 5.48 -0.58 -5.39  0.3162
101 H 3.82 -0.94 -5.91  0.3081
102 H 5.37 -2.49 -3.72  0.4563
103 H 3.77 -2.92 -4.30  0.4146
104 H 4.70 0.96 -3.56  0.6650
105 H 5.85 -0.12 -2.75  0.6049
106 H 5.17 1.96 -1.40  0.2880
107 H 5.11 0.39 -0.59  0.4844
108 H 0.18 2.23 -1.08  0.2182
109 H 4.31 0.41 1.48  0.7320
110 H 3.76 -1.10 0.73  0.3581
111 H 2.79 -0.32 1.99  -0.6339

3.
The following is a quantum chemistry calculation of a molecular structure, C6H13AlBrO3, from the Open Molecules 2025 dataset.

Values from the calculation:
E_tot: -89215.5786 eV
net charge: -1

Each line ends with the Mulliken charge.
Geometry (Å):
1 C -3.84 0.27 2.27  -1.0169
2 C -2.57 -0.27 1.60  -0.6615
3 C -2.54 -0.31 0.09  -0.3380
4 Al -0.84 -1.20 -0.61  0.1648
5 Br -2.72 1.54 -0.60  -0.3380
6 H -4.45 0.82 1.55  0.3142
7 H -3.63 0.97 3.09  0.2824
8 H -4.45 -0.53 2.69  0.2629
9 H -1.69 0.28 1.96  0.3267
10 H -2.42 -1.31 1.92  0.3420
11 H -3.45 -0.80 -0.27  0.4248
12 H -0.93 -2.73 -0.03  -0.2800
13 H -0.78 -1.13 -2.24  -0.2474
14 H 0.36 -0.37 0.11  -0.2173
15 C 3.68 1.05 -0.38  -0.3134
16 C 3.41 1.15 -1.88  -0.2836
17 O 3.41 -0.22 -2.28  -0.3466
18 C 3.06 -0.98 -1.19  0.5988
19 O 2.73 -2.11 -1.24  -0.5045
20 O 3.13 -0.23 -0.07  -0.2457
21 H 3.17 1.80 0.22  0.2781
22 H 4.75 1.04 -0.16  0.2552
23 H 2.43 1.58 -2.09  0.2676
24 H 4.18 1.68 -2.43  0.2753

4.
The following is a quantum chemistry calculation of a molecular structure, C4H8O2, from the Open Molecules 2025 dataset.

Values from the calculation:
energy above the lowest of the compared OMol25 structures with the same formula, charge and spin: 129.0 kcal per mole

Each line ends with the Mulliken charge.
Geometry (Å):
1 C -0.43 0.02 1.43  -0.9498
2 C 0.21 1.10 0.54  -0.1252
3 O 1.17 1.24 -0.46  -0.3764
4 C 1.02 0.00 -1.08  -0.2993
5 C -0.45 -0.13 -0.88  -0.3624
6 O -1.04 -1.39 -0.93  -0.4782
7 H 0.10 -0.93 1.52  0.2797
8 H -0.59 0.48 2.39  0.3611
9 H -1.46 -0.25 1.08  0.2615
10 H 0.07 2.13 0.93  0.3665
11 H 1.59 -0.73 -0.47  0.2448
12 H 1.37 -0.01 -2.11  0.3023
13 H -1.13 0.57 -1.32  0.4278
14 H -0.44 -2.09 -0.64  0.3476

5.
The following is a quantum chemistry calculation of a molecular structure, C3H3LaLiO3, from the Open Molecules 2025 dataset.

Values from the calculation:
multiplicity: 2
energy above the lowest of the compared OMol25 structures with the same formula, charge and spin: 0.0 kcal per mole
net charge: +4

Each line ends with the Mulliken spin population.
Geometry (Å):
1 O 1.07 0.31 0.64  -0.0001
2 C 0.31 0.92 -0.10  0.0082
3 C -0.34 -2.02 0.07  0.4184
4 O -0.03 2.11 -0.10  0.0020
5 O -0.49 0.12 -0.98  0.1009
6 C -1.03 -1.01 -0.63  0.3558
7 Li 2.42 0.76 1.87  -0.0014
8 H -0.93 -2.66 0.73  0.0356
9 H 0.71 -2.24 -0.11  0.0394
10 H -2.11 -1.02 -0.73  0.0344
11 La 0.40 4.74 -0.68  0.0068

6.
The following is a quantum chemistry calculation of CFN3O in the gas phase, from the Open Molecules 2025 dataset.

Values from the calculation:
energy above the lowest of the compared OMol25 structures with the same formula, charge and spin: 0.9 kcal per mole
SMILES string: Fc1nnno1

Each line ends with the Mulliken charge.
Geometry (Å):
1 F -0.80 1.27 -1.16  -0.1889
2 C -0.22 0.36 -0.43  0.6400
3 N 0.47 -0.66 -0.84  -0.2690
4 N 0.83 -1.21 0.35  -0.0836
5 N 0.36 -0.63 1.36  0.0246
6 O -0.38 0.48 0.87  -0.1232